Here is C27H37BrF6I2N5O6PS4 as an isolated structure in a non-equilibrium geometry from the OMol25 dataset. Energies are from the ωB97M-V functional and the def2-TZVPD basis.

The geometry in XYZ format:
```
89
Properties=species:S:1:pos:R:3:forces:R:3:lowdin_charge:R:1
C -3.4546 -4.3243 -0.9078 0.2191 -0.4207 -0.2174 -0.121
C -2.5230 -3.2842 -1.5962 -1.3554 0.0323 1.0507 -0.239
C -2.8725 -1.8712 -1.0227 -0.1774 0.0716 -0.7265 -0.220
C -1.6813 -0.8538 -1.0571 -0.5170 -0.5496 -0.5178 -0.166
C -0.9248 -0.4522 0.2394 1.4947 0.0797 -0.0031 -0.290
P -0.4687 -2.1020 1.0239 -1.0545 -2.0304 1.0998 0.802
N -1.5881 -3.1674 1.3216 0.1244 0.3083 -0.1815 -0.228
C 0.5399 0.1746 -0.1379 -0.3038 -0.6973 -0.3703 -0.338
C 1.1921 -0.5599 -1.3603 -0.0551 -0.1687 -1.4567 -0.167
O 2.4038 0.0567 -1.7862 -0.1862 -0.1658 0.9793 -0.123
C 3.1893 -0.7457 -2.5926 0.3676 0.0298 -0.7762 -0.270
C 3.7526 -1.9523 -2.2347 -0.8342 0.0270 1.2918 -0.013
C 4.5477 -2.6304 -3.1224 0.6997 -1.0344 -0.0264 -0.065
C 4.8371 -2.1327 -4.3696 0.0309 0.2479 -0.6901 -0.076
C 4.2737 -0.9268 -4.7384 0.2220 0.2045 -0.3402 -0.073
C 3.4675 -0.2589 -3.8496 -0.5601 1.1749 -0.2764 -0.019
C 1.6047 0.0821 1.0025 -0.3730 0.5610 1.3811 -0.202
C 2.7829 -0.9256 0.9835 1.8456 1.0595 -1.2401 -0.763
O 3.8358 -0.5489 0.5591 -1.1789 -0.4312 0.5810 0.025
I 2.9025 -2.9506 1.7719 -0.3094 0.1199 0.1479 0.903
C 0.2672 1.5884 -0.7296 1.3680 -0.1972 -1.6687 -0.485
S 1.7252 2.7196 -0.8599 0.0980 0.4608 0.9048 0.862
N -1.0371 2.2959 -0.3143 0.4692 0.7754 -0.7340 -0.097
N -0.8469 3.7047 -0.6427 -0.5126 0.0460 -0.0043 -0.002
C -1.3516 4.0113 -1.7302 -0.5371 -0.2230 0.5385 -0.722
S -2.1543 4.3521 -2.9904 0.2687 0.2465 -0.2856 0.941
C -1.5012 2.0823 1.0818 0.9952 0.2958 0.7901 -0.463
I 0.1783 2.8294 2.2999 0.0297 -0.2179 -0.3762 1.290
C -2.6525 3.1105 1.3187 -1.9969 1.0125 0.8839 -0.451
F -3.6026 2.7239 2.1958 0.6681 -0.5986 0.2619 0.068
F -3.4160 3.2988 0.1831 1.0791 -0.3539 -0.5697 0.067
C -2.3232 4.5743 1.8215 -1.0694 1.3242 -0.6814 -0.379
F -2.3522 4.6652 3.1548 0.7620 -0.5567 0.0543 0.067
F -3.4070 5.3306 1.4373 0.0856 -0.2877 -0.2615 0.066
C -1.8149 0.5424 1.2287 -0.6640 -1.9163 0.2064 -0.315
N -3.2042 0.2939 0.9809 -0.2316 1.6404 0.3466 0.104
C -4.2209 0.6875 0.3572 -1.0355 -0.4444 -0.6530 -0.355
C -5.5588 0.6740 1.1057 0.0739 -0.5305 -0.8681 -0.003
C -4.4423 1.1342 -1.0972 0.0756 0.9866 0.7321 -0.027
C -1.6987 -0.0344 2.7432 -0.7890 1.3179 0.3923 -0.543
Br -2.0399 1.2868 4.2329 0.1778 0.0244 -0.1303 0.751
C -2.7940 -1.0516 3.1195 0.4348 -1.5470 1.2259 -0.352
C -2.2536 -1.9102 4.3218 -0.4341 0.5521 -0.0429 -0.118
H -3.8649 -5.0430 -1.6282 0.1263 0.1480 0.0659 0.065
H -2.9178 -4.8959 -0.1480 -0.0749 0.2065 -0.0391 0.053
H -4.3102 -3.8505 -0.4141 0.1518 0.0131 -0.1146 0.066
H -2.8073 -3.3088 -2.6530 0.7177 0.1604 -0.0235 0.102
H -1.4773 -3.5473 -1.4162 -0.1084 -0.0099 -0.2744 0.087
H -3.6204 -1.4881 -1.7316 0.0327 0.1101 0.3365 0.098
H -3.3744 -1.9835 -0.0654 0.3681 0.1312 0.0390 0.072
H -1.9692 0.0370 -1.6393 -0.0131 -0.0808 0.2823 0.101
H -1.0373 -1.4072 -1.7506 0.4395 0.4900 0.4162 0.098
H 0.2523 -1.9379 2.2268 0.3163 0.5937 -0.6522 -0.028
H 0.4124 -2.7382 0.1198 0.0724 0.9997 -0.1119 0.003
H -1.5909 -3.4027 2.3079 -0.1862 -0.0100 -0.0717 -0.016
H 0.5628 -0.4923 -2.2646 -0.2617 -0.1314 0.4902 0.134
H 1.3797 -1.6278 -1.2118 -0.1447 0.1916 0.4316 0.106
H 3.5496 -2.3436 -1.2407 0.2336 -0.1402 -0.1839 0.076
H 4.9986 -3.5813 -2.8520 -0.1443 0.1561 0.2267 0.117
H 5.4882 -2.6560 -5.0608 -0.0507 -0.0527 0.1808 0.110
H 4.4615 -0.4545 -5.6981 0.0928 -0.2495 0.0590 0.110
H 3.0528 0.7082 -4.1343 0.0178 -0.1542 0.0607 0.116
H 2.1344 1.0400 1.0543 0.1706 -0.3255 -0.3798 0.049
H 1.1600 0.0346 2.0056 -0.1817 -0.2450 -0.3448 0.058
H 0.0684 1.4385 -1.8000 -0.1842 -0.2261 0.3168 0.117
H 2.1880 2.4635 -2.1064 -0.6244 -0.4018 0.2558 -0.082
H -1.8073 2.0004 -0.9350 0.2010 -0.5556 0.2452 0.130
H -1.4797 5.0790 1.3496 0.3336 -0.4529 0.4134 0.125
H -5.7667 1.7107 1.3972 0.0991 -0.2212 0.1985 0.092
H -5.5430 -0.0126 1.9516 0.0879 0.3069 0.0560 0.082
H -6.3695 0.3828 0.4239 0.1025 0.0100 0.1682 0.085
H -3.5535 1.5730 -1.5643 -0.1649 -0.4618 -0.2567 0.044
H -5.1800 1.9481 -1.0616 0.1512 -0.1478 -0.0741 0.092
H -4.9116 0.3437 -1.6869 0.3871 -0.0824 0.0748 0.093
H -0.6860 -0.3032 3.0366 -0.1398 -0.2621 -0.3736 0.028
H -3.6982 -0.5838 3.5115 0.2071 0.3855 -0.4898 0.072
H -3.1213 -1.7614 2.3634 0.4584 0.4406 -0.3919 0.075
H -2.7134 -2.9035 4.3296 0.2955 0.0672 -0.1466 0.078
H -2.5413 -1.4435 5.2699 0.1809 -0.0345 -0.1292 0.057
H -1.1585 -1.9580 4.3151 -0.1733 -0.3685 0.0099 0.068
N 6.9744 1.5809 0.4243 0.4369 -0.0011 -0.0740 -0.315
S 7.5548 2.7117 1.3680 -0.2704 1.4232 1.1622 0.476
O 8.4097 3.6709 0.7473 0.0601 -0.2506 -0.3399 -0.292
O 7.8706 2.3238 2.7049 -0.0274 -0.4360 -0.1140 -0.291
F 6.2005 3.5491 1.5696 -0.2253 -0.3990 -0.3034 -0.223
S 8.0659 0.5589 -0.0695 0.9624 -1.0013 -1.0494 0.454
O 7.6064 -0.2438 -1.1600 -0.8320 0.1944 0.1798 -0.312
O 8.8291 -0.1136 0.9323 -0.2490 0.2900 0.4072 -0.290
F 9.1478 1.4857 -0.7846 -0.0612 0.1563 0.0916 -0.200
```
Positions in Å, forces in eV/Å.

As for the HOMO-LUMO gap: 4.83 eV. The multiplicity is 1. The value obtained for the molecular weight is 1134.56 g/mol. As for the total energy: -203501.255 eV. The highest occupied orbital energy comes out at -0.296 Ha.